1.
The following is a quantum chemistry calculation of an isolated ion of composition C7H12 and charge +1, from the OMol25 dataset.

Computed properties:
net charge	+1
HOMO-LUMO gap (spin up / spin down)	9.8 / 7.1	eV
calculated total energy	-7443.9390	eV
spin multiplicity	2
energy above the lowest of the compared OMol25 structures with the same formula, charge and spin	49.6	kJ/mol

```
19
C7H12 | the OMol25 dataset | ωB97M-V with the def2-TZVPD basis set
C 0.155 2.062 -0.827
C 0.547 1.113 0.241
C 1.316 1.535 1.298
C -1.149 -0.455 -0.333
C 0.126 -0.281 0.129
C 0.968 -1.421 0.611
C -1.715 -1.790 -0.670
H -0.153 2.991 -0.378
H 1.053 2.370 -1.398
H -0.481 1.677 -1.617
H 1.497 1.010 2.222
H 1.775 2.501 1.480
H -1.889 0.294 -0.587
H 2.029 -1.197 0.766
H 0.500 -1.757 1.559
H 1.023 -2.166 -0.186
H -0.982 -2.567 -0.904
H -2.315 -2.153 0.174
H -2.306 -1.768 -1.578
```

2.
The following is a quantum chemistry calculation of a 2-piece molecular cluster, C7H12Cl2Si overall, from the OMol25 dataset.

Computed properties:
net charge	0
HOMO-LUMO gap (spin up / spin down)	6.9 / 6.8	eV
calculated total energy	-40374.7356	eV
energy above the lowest of the compared OMol25 structures with the same formula, charge and spin	0.0	kJ/mol

```
22
C7H12Cl2Si | the OMol25 dataset | ωB97M-V with the def2-TZVPD basis set
C -1.205 2.806 0.621
C 1.932 -2.961 1.657
C -0.966 1.480 0.550
C 1.864 -1.655 1.562
C -0.597 1.048 -1.995
C -1.681 -0.694 -0.712
C -0.847 0.557 -0.529
Si 1.724 -0.574 0.058
Cl 2.629 -1.369 -1.603
Cl 2.484 1.337 0.319
H -1.161 3.319 1.659
H -1.609 3.505 -0.148
H 2.056 -3.465 2.631
H 2.060 -3.653 0.785
H -1.010 1.059 1.549
H 1.994 -1.048 2.540
H -0.365 2.081 -1.842
H -1.538 0.934 -2.507
H 0.220 0.504 -2.451
H -1.549 -1.348 -1.543
H -1.659 -1.368 0.136
H -2.776 -0.494 -0.737
```

3.
The following is a quantum chemistry calculation of a 2-piece molecular cluster, C7H12ClFN2 overall, from the OMol25 dataset.

Computed properties:
net charge	+2
HOMO-LUMO gap	5.7	eV
calculated total energy	-25649.4135	eV
energy above the lowest of the compared OMol25 structures with the same formula, charge and spin	322.4	kJ/mol

```
23
C7H12ClFN2 | the OMol25 dataset | ωB97M-V with the def2-TZVPD basis set
C 0.008 0.391 1.372
C -1.232 0.770 1.243
C -0.204 -1.663 0.396
C 0.386 0.174 -0.927
C -1.761 -1.402 0.203
C -1.148 0.584 -1.123
C 4.015 -0.273 0.387
N 0.482 -0.441 0.374
N -1.846 0.118 0.038
F -3.150 0.417 0.011
Cl 5.390 0.531 -0.044
H 0.808 0.864 1.970
H -1.779 1.510 1.864
H 0.022 -2.033 1.412
H 0.061 -2.378 -0.326
H 0.662 -0.533 -1.642
H 0.946 1.100 -1.018
H -2.412 -1.879 -0.674
H -2.144 -1.692 1.129
H -1.269 1.612 -1.293
H -1.529 0.016 -2.005
H 4.102 -1.285 0.202
H 3.123 0.225 0.437
```

4.
The following is a quantum chemistry calculation of a 2-piece molecular cluster, C7H12ClN4O5 overall, from the OMol25 dataset.

Computed properties:
net charge	-1
HOMO-LUMO gap	2.2	eV
calculated total energy	-36164.8473	eV

```
29
C7H12ClN4O5 | the OMol25 dataset | ωB97M-V with the def2-TZVPD basis set
C -2.823 0.959 0.862
C -2.386 -0.354 1.696
O -1.665 0.057 2.889
C -0.530 -0.778 3.136
C 0.812 -0.030 2.660
O 0.680 0.125 1.233
N 1.731 0.819 0.713
C 1.859 0.817 -0.627
N 0.906 0.054 -1.387
C 1.386 0.302 -2.719
N 2.540 1.163 -2.664
N 2.873 1.479 -1.372
Cl 4.230 2.462 -0.731
H -1.959 1.332 0.208
H -3.070 1.804 1.578
H -3.715 0.738 0.180
H -3.358 -0.903 1.925
H -1.721 -0.946 0.974
H -0.426 -1.086 4.233
H -0.551 -1.765 2.553
H 1.738 -0.654 2.867
H 0.867 0.950 3.230
H 2.414 1.355 1.260
H 0.879 -0.161 -3.627
H 3.053 1.489 -3.487
C -0.957 -2.355 -3.904
O -1.305 -3.525 -4.161
O -1.365 -1.678 -2.899
O -0.137 -1.670 -4.620
```

5.
The following is a quantum chemistry calculation of a 2-piece molecular cluster, C7H12ClNOS overall, from the OMol25 dataset.

Computed properties:
net charge	0
HOMO-LUMO gap	7.6	eV
calculated total energy	-34343.9639	eV
energy above the lowest of the compared OMol25 structures with the same formula, charge and spin	225.8	kJ/mol

```
23
C7H12ClNOS | the OMol25 dataset | ωB97M-V with the def2-TZVPD basis set
C 0.372 -3.012 0.114
C 0.763 -2.040 -0.754
C 1.425 0.626 -0.869
C 1.278 0.220 0.550
C 1.069 -0.733 -0.348
C 2.874 0.794 -1.226
C 1.117 0.610 1.955
N -4.104 2.036 -0.416
O -2.437 0.687 0.986
S -3.111 0.665 -0.283
Cl -4.620 -0.906 0.079
H 0.143 -4.093 -0.102
H 0.090 -2.965 1.180
H 0.798 -2.149 -1.757
H 0.696 1.152 -1.289
H 3.051 0.681 -2.223
H 3.536 0.153 -0.678
H 3.149 1.739 -1.018
H 2.022 0.741 2.685
H 0.709 1.529 2.073
H 0.500 0.006 2.577
H -4.932 2.042 0.137
H -4.390 2.215 -1.371
```

6.
The following is a quantum chemistry calculation of a 2-piece molecular cluster, C7H12F9N3O5PS overall, from the OMol25 dataset.

Computed properties:
net charge	+1
HOMO-LUMO gap	5.2	eV
calculated total energy	-66726.9818	eV

```
38
C7H12F9N3O5PS | the OMol25 dataset | ωB97M-V with the def2-TZVPD basis set
C 0.322 -3.206 2.821
S -0.614 -2.797 1.265
O -1.786 -3.820 1.078
O 0.394 -2.936 0.069
N -1.297 -1.204 1.162
C -1.134 -0.383 2.416
N 0.025 0.396 2.520
N -2.142 -0.387 3.545
F -1.629 -1.003 4.666
P -3.710 -1.093 3.073
O -4.272 -0.523 1.527
O -3.739 -2.829 3.211
H 0.280 -2.416 3.680
H -0.164 -4.200 3.266
H 1.448 -3.423 2.579
H -0.879 -0.645 0.366
H 0.058 1.345 2.053
H 0.900 0.037 3.002
H -5.167 -0.978 1.334
H -4.496 -3.219 2.661
C 1.249 1.746 -4.032
C 2.733 1.942 -3.684
C 3.317 0.892 -2.748
F 2.698 0.868 -1.546
F 4.627 1.155 -2.493
F 2.914 3.199 -3.197
F 3.432 1.900 -4.863
O 0.316 2.520 -3.272
C -0.062 1.960 -2.016
C 0.378 2.820 -0.824
F 1.724 2.997 -0.804
F 0.048 2.231 0.355
F 0.389 0.685 -1.941
F -1.419 1.874 -2.042
H 1.121 2.106 -5.061
H 0.964 0.688 -4.077
H 3.262 -0.108 -3.188
H -0.090 3.808 -0.861
```

7.
The following is a quantum chemistry calculation of an isolated ion of composition C7H12FN2 and charge +1, from the OMol25 dataset.

Computed properties:
net charge	+1
HOMO-LUMO gap (spin up / spin down)	7.3 / 7.3	eV
calculated total energy	-13141.4655	eV
structure (SMILES)	CN1CC=CC(F)=C1C[NH3+]
energy above the lowest of the compared OMol25 structures with the same formula, charge and spin	243.0	kJ/mol

```
22
C7H12FN2 | the OMol25 dataset | ωB97M-V with the def2-TZVPD basis set
C -1.800 -0.953 -0.645
N -0.472 -0.888 -0.226
C 0.441 -2.035 -0.379
C 1.619 -1.557 -1.277
C 2.072 -0.304 -0.983
C 1.500 0.526 -0.006
F 2.183 1.449 0.654
C 0.058 0.189 0.381
C -0.671 1.131 1.295
N -0.515 2.592 0.904
H -1.794 -1.337 -1.693
H -2.491 -1.778 -0.091
H -2.300 0.051 -0.458
H -0.124 -2.885 -0.778
H 0.837 -2.339 0.639
H 1.783 -2.194 -2.044
H 2.995 0.053 -1.425
H -0.271 0.852 2.263
H -1.672 0.900 1.409
H 0.394 2.939 1.220
H -1.179 3.211 1.376
H -0.590 2.377 -0.137
```

8.
The following is a quantum chemistry calculation of a 2-piece molecular cluster, C7H12FN2O4 overall, from the OMol25 dataset.

Computed properties:
net charge	-1
HOMO-LUMO gap	4.9	eV
calculated total energy	-21335.4182	eV

```
26
C7H12FN2O4 | the OMol25 dataset | ωB97M-V with the def2-TZVPD basis set
C -0.646 -0.881 -1.645
C -0.378 -0.960 -3.293
C 1.152 -0.324 -3.507
F 1.444 -0.079 -4.943
N 2.185 -1.294 -2.976
O 2.992 -0.701 -2.049
C 3.634 -1.847 -1.329
N 4.179 -2.961 -0.886
H -0.423 0.243 -1.331
H -1.715 -1.251 -1.342
H 0.219 -1.538 -1.156
H -0.370 -2.077 -3.688
H -1.182 -0.366 -3.908
H 1.168 0.713 -2.921
C 1.148 1.880 2.503
O -0.098 2.064 3.173
C -1.020 1.104 2.909
O -0.864 0.141 2.175
O -2.147 1.400 3.605
C -3.212 0.469 3.423
H 1.808 2.704 2.787
H 1.617 0.941 2.813
H 1.010 1.907 1.418
H -2.916 -0.527 3.769
H -3.523 0.439 2.374
H -4.061 0.804 4.025
```

9.
The following is a quantum chemistry calculation of one molecule with the formula C7H12INO2, from the OMol25 dataset.

Computed properties:
net charge	0
HOMO-LUMO gap	10.1	eV
calculated total energy	-21138.8476	eV
structure (SMILES)	C[C@@H](I)C[C@H]1CC(=O)O[C@@H]1N
energy above the lowest of the compared OMol25 structures with the same formula, charge and spin	1.1	kJ/mol

```
23
C7H12INO2 | the OMol25 dataset | ωB97M-V with the def2-TZVPD basis set
C -1.365 -2.467 0.558
C -0.053 -1.798 0.073
I 1.220 -3.346 -0.754
C -0.335 -0.688 -0.942
C 0.432 0.629 -0.728
C -0.539 1.816 -1.013
C -0.038 2.942 -0.107
O -0.505 3.953 0.103
O 1.093 2.469 0.464
C 0.828 1.051 0.669
N 2.053 0.520 1.186
H -1.482 -2.252 1.613
H -2.234 -2.055 0.067
H -1.342 -3.540 0.472
H 0.445 -1.451 0.960
H -1.388 -0.506 -1.045
H -0.027 -1.059 -1.909
H 1.212 0.810 -1.448
H -0.622 2.136 -2.042
H -1.548 1.588 -0.676
H -0.044 1.030 1.330
H 2.092 0.684 2.184
H 2.145 -0.466 0.983
```

10.
The following is a quantum chemistry calculation of C7H12LiO4Rb as an isolated structure, from the OMol25 dataset.

Computed properties:
net charge	-1
HOMO-LUMO gap (spin up / spin down)	1.4 / 3.9	eV
calculated total energy	-16502.9336	eV
spin multiplicity	2
energy above the lowest of the compared OMol25 structures with the same formula, charge and spin	0.0	kJ/mol

```
25
C7H12LiO4Rb | the OMol25 dataset | ωB97M-V with the def2-TZVPD basis set
C 2.496 -0.873 -1.727
C 3.529 0.029 -1.024
O 3.261 1.373 -1.082
Rb 4.437 4.499 -1.921
H 3.019 -1.726 -2.197
H -0.005 1.122 0.327
H 2.032 -0.317 -2.561
H 4.517 -0.329 -1.406
H 3.594 -0.322 0.038
C 1.405 -1.426 -0.846
C 1.626 -2.179 0.255
H 0.427 -1.509 -1.337
H 0.777 -2.570 0.824
H 2.548 -2.054 0.832
O -5.305 1.378 1.418
C -4.334 0.637 1.730
O -4.481 -0.522 2.198
O -3.111 1.148 1.539
C -2.088 0.290 1.012
C -1.158 1.114 0.155
Li -6.393 -0.116 2.040
H -2.561 -0.512 0.428
H -1.555 -0.183 1.848
H -1.360 2.176 0.363
H -1.318 0.871 -0.906
```